a:
The following is a DFT calculation (ωB97M-V with the def2-TZVPD basis set) of C29H29CaN10O5S as an isolated structure.

The HOMO energy is -5.21 eV. As for the total charge: -1. Its spin multiplicity is 1.

```
75
C29H29CaN10O5S, DFT ωB97M-V with the def2-TZVPD basis set
C -2.76152 3.53401 1.43932
O 2.65943 -1.64818 2.21864
C 1.76372 2.73067 -3.23448
H -3.17861 5.24986 0.19448
H -4.96844 2.78392 2.37454
C 3.73534 3.39997 -4.52240
N -3.16463 2.14955 1.61124
H 4.32979 -2.70773 -0.75740
H -0.60648 -4.50776 0.53083
H -4.74058 1.59834 4.59059
H 0.29240 -0.96046 -1.08357
C -2.25852 -3.46032 2.43433
H 3.09590 -0.43452 -3.35320
C 2.16969 -3.20792 0.54045
H 1.37410 5.77757 -4.69098
N 4.98323 2.88987 -4.80033
C -3.00224 -2.40246 1.92289
H 4.78937 -0.25957 -2.85210
H 4.95083 1.62928 -0.71653
C -5.02552 -3.58162 2.48637
Ca 0.68883 -0.77579 1.79687
H 1.55597 -1.68386 -2.11122
C -3.86987 1.79770 3.96293
H -4.55425 4.15732 0.38778
C 3.80991 0.21907 -2.85254
N -2.96255 -0.08785 1.44276
C 3.05350 2.48404 -3.72208
O 4.19837 -2.00334 0.63373
C 3.14140 4.61080 -4.89540
C 3.10230 -2.20994 1.19211
H -1.17708 -3.39033 2.43919
H -3.39442 2.71101 4.32472
C -2.29068 -1.20840 1.34511
C -2.47987 1.12661 1.05822
C -3.47012 4.20125 0.26888
N -0.79302 0.23086 4.79463
H -4.81974 1.03444 2.18771
C 3.34346 -4.09242 -1.69245
C 2.14470 0.05872 -1.00164
O 4.36110 -3.25228 -1.61860
H -4.95784 -1.62730 1.58442
N 2.00272 0.50605 0.22390
O 3.21851 -4.87570 -2.60752
H -2.30354 -5.37371 3.39794
N 0.34813 -4.26736 0.31144
C 3.14550 1.21266 0.51817
H 0.72941 -0.19024 -2.59146
H 3.67205 5.31897 -5.51559
N 0.98005 -3.39179 1.09429
S -1.20801 1.44794 -0.02433
H 0.74464 -5.35049 -1.47724
C 1.87145 4.85239 -4.43288
H -3.19944 3.69645 -0.65757
C 2.29674 -3.99091 -0.63812
N 5.08752 1.75264 -4.22798
C 1.09433 -4.66036 -0.73038
H 3.29143 1.66704 1.48224
N 3.33274 0.46571 -1.52047
C 1.13419 -0.74662 -1.74230
H -6.10736 -3.62650 2.50543
C -2.89299 -4.56844 2.97678
N 3.94553 1.46320 -3.57511
C 3.97743 1.20571 -0.55034
H -2.98914 4.05375 2.37367
H -1.68353 3.56101 1.28865
H 1.24245 2.04824 -2.57928
H -4.77611 -5.50075 3.41603
C -4.39074 -2.46549 1.96517
H 0.20497 4.16336 -3.24914
C -4.29592 1.93094 2.50836
H -3.15392 0.98598 4.08055
C -4.27896 -4.63617 2.99488
C -0.16302 -0.06383 3.86737
O -1.14097 -1.42080 0.86581
C 1.19651 3.92431 -3.60883
```



b:
The following is a DFT calculation (ωB97M-V with the def2-TZVPD basis set) of C29H29CaN10O5S as an isolated structure.

The HOMO energy is -6.28 eV. As for the total charge: -1. Its spin multiplicity is 1.

```
75
C29H29CaN10O5S, DFT ωB97M-V with the def2-TZVPD basis set
H 5.43712 1.85578 3.03993
N -3.74280 -0.60551 0.02487
N 3.07341 1.19358 -0.84390
H -4.60108 4.07506 5.57482
O 2.93423 3.23850 -4.92834
H -1.21337 -3.98662 -0.44749
H -4.66076 4.04522 3.10076
C 1.85767 2.16314 -2.29079
N -3.76913 -5.29883 -1.99628
H -1.47484 0.54860 -3.26340
H 3.07419 0.72316 6.34932
H -3.03710 -0.00865 -2.66169
C -3.77205 3.72171 3.62718
H 1.97515 3.23917 -4.58455
H 4.97039 1.28609 -1.80535
C 3.91934 1.51573 -1.83374
N -1.90710 -2.45993 -1.79290
H -2.57373 3.30982 6.76640
S 1.45971 -0.07289 1.75195
C -2.77746 0.03307 0.12934
H 2.40854 3.07822 4.50087
C -3.24916 -2.92663 -2.03375
H 0.91592 -2.25566 -0.23065
N 2.81486 1.21913 3.65493
H 4.62475 1.23420 1.60777
C 3.94057 0.32703 3.44389
O 0.55801 3.18006 -3.97975
C 0.02161 -2.16999 -0.82510
H -1.80734 -2.91432 -4.80898
C 3.76100 2.66763 -4.07556
N -0.21811 -1.06329 -1.61764
C 2.50220 1.61351 6.08101
H -3.74870 -2.21345 -2.68472
N 0.65837 1.88136 3.47952
C -1.49977 2.86319 4.96720
H 3.21769 0.68413 0.02082
C 5.02759 0.95450 2.58080
H 3.57452 -0.58631 2.98207
C -1.52607 2.85375 3.57636
C -1.01266 -3.03938 -0.91665
H -2.68308 3.26252 1.82993
C -2.02374 -3.97253 -4.85262
C 1.63239 1.11078 2.99704
C -2.70170 -4.63723 -3.82529
H -2.74511 -7.84482 -4.97594
C -0.35389 2.36969 2.77151
H 5.84800 0.25129 2.42813
H 4.34775 0.06649 4.42511
H 2.63153 2.35140 6.87442
C -1.39023 -1.26832 -2.18510
C -3.73904 3.73423 5.01459
H -1.54799 -6.69671 -6.82926
H 1.44892 1.34278 6.02020
C -1.88637 -6.13647 -5.96764
Ca -0.45055 1.08093 -0.21974
H -1.09320 -4.28616 -6.73597
C -2.66799 3.28605 2.91066
O 4.94842 2.55859 -4.29357
C 2.96588 2.17854 4.74455
C -2.60095 3.30422 5.68375
N -3.61487 -6.35517 -2.70127
H -3.80483 -2.98655 -1.10034
C -2.09318 -0.33157 -3.10368
C -1.62693 -4.74827 -5.91587
N -3.24032 -4.23880 -2.64005
C 3.17623 2.15306 -2.80674
C 0.54092 2.64060 -2.85800
N 1.82778 1.57997 -1.10337
H -0.60672 2.52271 5.47264
C -2.95481 -6.00556 -3.86081
H -2.29682 -0.79485 -4.07185
O -0.39005 2.52086 1.53130
H 4.02459 2.44541 4.79477
O -0.46913 2.42107 -2.14015
C -2.54652 -6.78206 -4.94994
```



Ordering by calculated energy gives the sequence b, a, with the first entry being the most stable.



a:
The following is a DFT calculation (ωB97M-V with the def2-TZVPD basis set) of a 2-piece molecular cluster, C4H13NO overall.

Its expectation value of S² is 0.7504. The HOMO energy (alpha / beta) is 1.13 / -5.02 eV. As for the total charge: -1. Its spin multiplicity is 2.

```
19
C4H13NO, DFT ωB97M-V with the def2-TZVPD basis set
H 1.36018 1.48575 1.11637
H -1.69085 0.12851 -0.10557
C -0.96165 0.80215 -0.59956
H 0.76321 -0.23577 -1.05760
N 0.42796 0.49498 -0.44585
C 2.04874 -0.56140 1.09687
H -1.13919 1.73713 -0.05131
H -0.57374 -1.82285 1.14705
H 0.23972 0.27756 1.73024
H -1.30880 0.06608 -2.55639
H -2.15212 1.60225 -2.44653
O -1.42585 -2.12790 1.51239
C 0.94278 0.48491 0.92017
H 2.81704 -0.07549 1.72564
H -0.59123 1.82149 -2.41624
H -1.72777 -2.70839 0.78604
H 1.73503 -1.50086 1.54493
C -1.29284 1.04184 -2.08238
H 2.52938 -0.91000 0.18172
```



b:
The following is a DFT calculation (ωB97M-V with the def2-TZVPD basis set) of a 2-piece molecular cluster, C4H13NO overall.

Its expectation value of S² is 0.7503. The HOMO energy (alpha / beta) is 1.26 / -5.52 eV. As for the total charge: -1. Its spin multiplicity is 2.

```
19
C4H13NO, DFT ωB97M-V with the def2-TZVPD basis set
H -1.13457 -1.77402 -1.66655
H -2.58463 -1.27084 -2.55224
H 1.02845 0.54628 0.35441
C -1.43526 0.36838 -1.95754
H -0.70810 1.81233 -0.70982
H -2.53596 -1.13786 -0.78519
H -0.99121 0.33968 -2.96064
H -0.39272 -0.86252 1.92444
H 4.78456 0.16444 2.90020
H 3.60393 -0.55981 2.07531
H -1.79887 -0.39995 0.99429
O 3.82028 0.01292 2.84547
C -1.94986 -1.05384 -1.69572
H 0.41349 -0.87563 -0.36387
N -0.41286 0.91312 -1.04781
C 0.10310 0.08788 0.03634
H -2.27981 1.05596 -2.02136
C -0.78057 -0.08105 1.26064
H -0.93591 0.83878 1.82037
```



Ordering by calculated energy gives the sequence b, a, with the first entry being the most stable.



a:
The following is a DFT calculation (ωB97M-V with the def2-TZVPD basis set) of CHBr2IO2S as an isolated structure.

The HOMO energy is -9.51 eV. As for the total charge: 0. Its spin multiplicity is 1.

```
8
CHBr2IO2S, DFT ωB97M-V with the def2-TZVPD basis set
S 1.08420 1.58413 -0.77113
C -0.08624 0.27314 -0.48973
I 3.14814 0.68995 0.04844
O 1.19963 1.85493 -2.15949
Br 1.40948 -1.85744 -2.36266
H -0.05942 -0.36318 0.37907
Br -1.65747 0.68560 -1.26746
O 0.68350 2.62259 0.12846
```



b:
The following is a DFT calculation (ωB97M-V with the def2-TZVPD basis set) of CHBr2IO2S as an isolated structure.

The HOMO energy (alpha / beta) is -9.33 / -9.15 eV. As for the total charge: 0. Its spin multiplicity is 1.

```
8
CHBr2IO2S, DFT ωB97M-V with the def2-TZVPD basis set
O -1.15038 1.40175 1.64992
Br 0.93561 0.91147 -2.16587
Br 1.56553 -1.08983 0.17250
C 0.79087 0.51656 -0.31740
H 1.12326 1.33323 0.31088
O -1.73040 -0.61058 0.37023
I -0.12700 -3.26749 -0.38591
S -1.40748 0.80490 0.36566
```



Ordering by calculated energy gives the sequence b, a, with the first entry being the most stable.



a:
The following is a DFT calculation (ωB97M-V with the def2-TZVPD basis set) of an isolated molecule of C5H5N.

Its expectation value of S² is 2.0180. The HOMO energy (alpha / beta) is -6.05 / -10.37 eV. As for the total charge: 0. Its spin multiplicity is 3.

```
11
C5H5N, DFT ωB97M-V with the def2-TZVPD basis set
C -1.11843 -0.07951 0.16850
C -2.29856 0.31718 0.88210
H 2.15225 0.16644 -0.23806
H 1.40709 -1.93067 0.02376
N 0.48822 -1.66785 0.12523
C 0.27143 -0.41330 0.12904
C 1.27190 0.71812 0.21699
H 0.99063 1.62888 -0.31046
H 1.50657 1.01983 1.16691
H -2.43148 0.19873 -1.60906
C -2.23964 0.04216 -0.55495
```



b:
The following is a DFT calculation (ωB97M-V with the def2-TZVPD basis set) of an isolated molecule of C5H5N.

Its expectation value of S² is 2.0190. The HOMO energy (alpha / beta) is -4.15 / -8.86 eV. As for the total charge: 0. Its spin multiplicity is 3.

```
11
C5H5N, DFT ωB97M-V with the def2-TZVPD basis set
H 0.12699 1.50259 0.84519
N 1.27736 -0.50223 0.36818
C -0.86995 -0.76983 -0.14000
C 0.28710 -1.34102 -0.09583
C 0.75074 0.93899 0.38274
H -2.27540 0.11433 1.05887
C 1.66996 0.63373 -0.45383
H 2.36419 0.69464 -1.29160
H 0.34833 -2.34171 -0.45692
H -1.92076 0.94263 -0.41384
C -1.75857 0.12789 0.19705
```



Ordering by calculated energy gives the sequence a, b, with the first entry being the most stable.